Record 1
Entry from the OMol25 dataset: a structure of composition C39H81F5N4O8S8 (ωB97M-V/def2-TZVPD).

Output
- lowest unoccupied orbital energy (eV) = 0.35
- maximum force (eV/Å) = 0.892
- orbital gap (Eh) = 0.2678
- highest occupied orbital energy (eV) = -6.937

```
! wB97M-V def2-TZVPD RIJCOSX def2/J DEFGRID3
* xyz 0 1
C -1.01829 1.90421 -3.99314
C -2.11840 2.87674 -3.58489
C -2.58211 2.80120 -2.11354
N -2.05234 1.71265 -1.30341
C -1.00812 1.92312 -0.38158
C -0.86838 1.06302 0.70381
C -1.89576 -0.03855 0.84884
C -2.93000 0.35317 1.92538
C -4.36648 -0.13874 1.63340
C -5.40849 0.89648 1.93867
F -6.64760 0.35936 1.77061
F -5.32797 1.30645 3.22737
C -5.36757 2.16954 1.04852
F -6.58059 2.72963 0.96822
F -4.99093 1.85339 -0.18781
F -4.54008 3.08985 1.52672
C 0.19192 1.21927 1.67440
C 0.32231 0.19531 2.79083
C 1.68076 -0.56059 2.73757
C 1.56200 -2.07685 2.53866
C 2.86356 -2.65162 1.96532
C 3.86191 -3.03438 3.05147
C 5.08702 -3.76436 2.49614
C 6.35281 -3.54509 3.31914
C 7.33140 -4.71194 3.23480
C 8.66918 -4.41387 3.88773
O 9.67834 -4.27407 2.88960
C 10.93826 -4.10507 3.46402
C 1.08641 2.28398 1.61116
C 2.16271 2.56079 2.64591
N 2.23599 3.93971 3.11974
C 0.97763 3.16820 0.49286
N 1.78145 4.20301 0.21896
S 1.25539 4.84223 -1.16399
N 0.02270 3.88401 -1.47462
C -0.04320 2.97675 -0.49227
H -1.41795 0.88583 -3.98616
H -0.17046 1.90215 -3.31533
H -0.69717 2.08204 -5.01608
H -1.75040 3.88756 -3.76588
H -2.95544 2.75558 -4.26880
H -3.66858 2.69782 -2.13330
H -2.39087 3.73946 -1.60447
H -1.96901 0.85830 -1.83677
H -1.42390 -0.98348 1.10640
H -2.40101 -0.18420 -0.09677
H -2.60116 -0.08532 2.86313
H -2.94462 1.43313 2.03329
H -4.58304 -0.98211 2.28606
H -4.47572 -0.47963 0.60817
H 0.21629 0.68252 3.75721
H -0.44406 -0.55853 2.67338
H 2.25219 -0.17808 1.89378
H 2.27664 -0.33684 3.62128
H 0.75687 -2.25773 1.83443
H 1.38384 -2.55639 3.50184
H 3.33777 -1.91666 1.31811
H 2.64076 -3.54588 1.38829
H 3.39766 -3.68017 3.79910
H 4.22516 -2.14553 3.57291
H 4.90055 -4.83904 2.43093
H 5.28738 -3.43097 1.47604
H 6.87704 -2.65431 2.96721
H 6.12410 -3.37456 4.37391
H 7.52481 -4.98454 2.19647
H 6.91888 -5.58419 3.73252
H 8.95493 -5.24038 4.54678
H 8.64266 -3.50713 4.50401
H 11.66208 -3.94392 2.66798
H 10.98159 -3.24775 4.14624
H 11.25845 -4.99304 4.02176
H 3.13192 2.30407 2.21801
H 2.02009 1.90605 3.49721
H 1.31984 4.35489 3.19589
H 2.80333 4.48877 2.49585
C -5.63651 -0.02928 -2.95436
S -4.33375 -1.16263 -2.47060
O -3.03686 -0.53603 -2.86461
C -4.71140 -2.39653 -3.70911
H -5.55265 0.85646 -2.32845
H -5.51069 0.23893 -4.00319
H -6.60305 -0.50711 -2.79530
H -4.65917 -1.93923 -4.69469
H -5.71111 -2.79057 -3.53196
H -3.98134 -3.20114 -3.62971
C -6.66363 4.12892 -2.19499
S -6.86108 4.36343 -3.96591
O -5.56482 3.98923 -4.59259
C -6.92628 6.15502 -3.90901
H -6.55965 3.06250 -2.00807
H -5.76755 4.65077 -1.85722
H -7.54601 4.50477 -1.67668
H -6.02033 6.54501 -3.44963
H -7.80103 6.46595 -3.34285
H -7.00655 6.52272 -4.92904
C -0.14350 -2.62883 -2.74314
S -0.36326 -3.22950 -1.06680
O 0.93254 -3.05557 -0.36653
C -0.51573 -4.96870 -1.49644
H 0.01672 -1.55408 -2.68928
H 0.72437 -3.11449 -3.19038
H -1.04412 -2.82864 -3.32326
H 0.37883 -5.29490 -2.02759
H -1.40220 -5.10890 -2.11509
H -0.62143 -5.53171 -0.57141
C -8.20113 9.25118 -0.63242
S -8.43096 9.44768 -2.40363
O -7.16032 9.02956 -3.05107
C -8.44911 11.24326 -2.39554
H -8.11847 8.18650 -0.42397
H -7.28669 9.75874 -0.32596
H -9.06371 9.66076 -0.10693
H -7.51778 11.61291 -1.96715
H -9.30489 11.59435 -1.81908
H -8.53996 11.57783 -3.42650
C 6.09693 -9.15587 5.94314
S 6.97380 -7.82086 6.76564
O 7.05359 -6.69971 5.79525
C 8.58181 -8.62305 6.76372
H 5.06696 -8.83599 5.80151
H 6.55896 -9.35286 4.97579
H 6.12156 -10.04678 6.57071
H 8.87017 -8.85714 5.73890
H 8.53567 -9.52935 7.36756
H 9.29755 -7.92924 7.19933
C 9.72468 0.43484 0.34452
S 9.25749 -0.87131 1.48976
O 7.84654 -0.61782 1.87541
C 10.27883 -0.29828 2.85277
H 9.15683 0.28787 -0.57152
H 9.48281 1.40591 0.77708
H 10.79134 0.36426 0.13052
H 10.00124 0.72337 3.11302
H 11.32941 -0.35112 2.56605
H 10.09616 -0.95813 3.69832
C -7.08381 0.63467 -7.56995
S -7.17572 -1.14688 -7.37004
O -6.37632 -1.47956 -6.15813
C -6.15426 -1.55494 -8.78873
H -7.62684 1.09030 -6.74469
H -6.04136 0.95170 -7.54409
H -7.54899 0.91652 -8.51437
H -5.17644 -1.08611 -8.67953
H -6.64647 -1.21102 -9.69816
H -6.04478 -2.63681 -8.81886
*
```

=====

Record 2
Entry from the OMol25 dataset: a cluster of 7 separate species, C39H82BrINO9 in total in a non-equilibrium geometry (ωB97M-V/def2-TZVPD).

Output
- lowest unoccupied orbital energy (eV) = -4.74
- maximum force (eV/Å) = 9.238
- orbital gap (Eh) = 0.2235
- highest occupied orbital energy (eV) = -10.819

```
! wB97M-V def2-TZVPD RIJCOSX def2/J DEFGRID3
* xyz 1 1
C -3.45599 -1.66612 5.52233
C -3.40669 -0.87260 4.08476
O -4.26809 -1.44230 3.03415
C -3.77044 -1.04267 1.67829
C -3.67308 0.58921 1.51844
O -3.56298 1.06898 0.13218
C -3.38052 2.55801 0.09673
C -1.84698 3.03111 0.43395
C -0.61786 3.09572 -0.69606
C -0.91861 2.71741 -2.27161
C 0.33194 3.00235 -3.29391
C 0.40960 4.52603 -3.89237
Br -0.63252 5.89664 -2.87633
C 0.88956 3.56696 -0.22715
N 1.19156 3.95614 1.23304
C 0.09415 3.92679 2.28793
C -1.48380 3.47012 1.97301
C -2.51842 3.53398 3.24288
C -3.49185 4.87724 3.03222
O -2.92746 6.02648 2.60009
I -5.65763 4.80817 3.48565
H -2.73747 -1.15026 6.32153
H -3.15866 -2.79750 5.31585
H -4.54587 -1.57274 5.95700
H -2.27915 -0.87079 3.70072
H -3.71226 0.24025 4.29750
H -4.45544 -1.50699 0.82693
H -2.66316 -1.45445 1.51458
H -4.63555 1.03146 2.05883
H -2.66699 0.91445 2.07215
H -3.76195 2.87924 -0.98145
H -4.19118 2.97479 0.85930
H -1.09611 1.53700 -2.28985
H -1.94388 3.17457 -2.67808
H 1.37311 2.64036 -2.83547
H 0.15947 2.28575 -4.23295
H 1.55365 4.86615 -3.86563
H 0.07392 4.61426 -5.02681
H 1.82080 3.66202 -0.96149
H 2.15566 4.27318 1.49133
H 0.41099 4.27938 3.38368
H -3.15767 2.56853 3.41586
H -1.94142 3.74960 4.26511
C -2.62219 -3.23536 -4.01941
C -1.76847 -2.02082 -3.69118
O -1.90518 -0.95933 -4.63298
C -3.21234 -0.41020 -4.78436
C -3.77326 0.17801 -3.50096
H -2.37734 -3.61705 -5.01805
H -2.45225 -4.03057 -3.28635
H -3.68778 -2.99857 -4.01282
H -0.71544 -2.31869 -3.70519
H -1.97201 -1.65739 -2.67986
H -3.88999 -1.16054 -5.20486
H -3.13228 0.38680 -5.53219
H -3.88169 -0.57583 -2.71788
H -4.75875 0.61824 -3.68273
H -3.10747 0.95748 -3.11447
C -7.95515 -5.29847 -2.13505
C -7.38008 -4.26887 -3.09468
O -6.26128 -4.74748 -3.83743
C -6.49170 -5.88068 -4.67164
C -7.54996 -5.64309 -5.73531
H -7.18526 -5.63866 -1.43187
H -8.78638 -4.86826 -1.56708
H -8.33058 -6.17938 -2.65912
H -7.02778 -3.40918 -2.51623
H -8.14945 -3.88895 -3.77292
H -6.73509 -6.75571 -4.05999
H -5.53936 -6.10463 -5.16536
H -8.52649 -5.42072 -5.29923
H -7.65848 -6.52892 -6.36901
H -7.27273 -4.79227 -6.36735
C 1.15042 -1.18007 2.53915
C 2.05655 -0.68341 3.65448
O 1.57728 -1.00049 4.95916
C 1.41914 -2.38583 5.25741
C 2.71058 -3.17854 5.15007
H 0.14084 -0.76703 2.65334
H 1.54626 -0.87962 1.56363
H 1.06006 -2.26793 2.54114
H 2.11490 0.40804 3.59859
H 3.07798 -1.05309 3.52684
H 0.63515 -2.81976 4.62803
H 1.05413 -2.44416 6.28903
H 3.11899 -3.16118 4.13709
H 2.53974 -4.22390 5.42592
H 3.47256 -2.76046 5.81702
C 3.04002 6.87413 5.65239
C 2.86098 5.87445 4.52090
O 3.91891 5.90249 3.56568
C 5.22521 5.61095 4.05731
C 5.34294 4.22968 4.67859
H 3.12751 7.89215 5.25376
H 2.18503 6.83486 6.33508
H 3.94095 6.67336 6.23513
H 1.94247 6.11979 3.97874
H 2.72814 4.86020 4.90812
H 5.54642 6.38860 4.75811
H 5.90328 5.67042 3.19850
H 4.69105 4.11433 5.54748
H 6.37176 4.04457 5.00311
H 5.06049 3.45871 3.95330
C -1.53107 -7.53237 -8.09797
C -0.91460 -7.13900 -6.76496
O 0.40074 -6.60220 -6.88396
C 0.53441 -5.41938 -7.66894
C -0.28120 -4.25018 -7.14407
H -0.89700 -8.26503 -8.61184
H -2.52303 -7.96978 -7.94534
H -1.64416 -6.67478 -8.76382
H -0.83285 -8.03325 -6.13931
H -1.55969 -6.44191 -6.22255
H 0.29258 -5.63224 -8.71548
H 1.59571 -5.14734 -7.64673
H -1.35263 -4.46291 -7.14927
H -0.11189 -3.36105 -7.75956
H 0.00139 -4.01986 -6.11096
C 10.04898 3.86728 1.97361
C 9.26709 3.53370 3.23419
O 9.33505 2.15664 3.59686
C 10.63418 1.63590 3.86925
C 11.34012 2.34105 5.01473
H 9.69226 3.26318 1.13056
H 9.93376 4.92660 1.72226
H 11.11565 3.66685 2.09038
H 8.21047 3.76062 3.06138
H 9.58353 4.16132 4.07218
H 11.24417 1.65006 2.95999
H 10.49934 0.58107 4.13388
H 11.50798 3.39948 4.80308
H 12.31332 1.87772 5.20516
H 10.73921 2.28172 5.92885
*
```

=====

Record 3
Entry from the OMol25 dataset: a structure of composition C39H82ClCuF4N9O8S4 in a non-equilibrium geometry (ωB97M-V/def2-TZVPD).

Output
- lowest unoccupied orbital energy (eV) = -6.14
- maximum force (eV/Å) = 10.963
- orbital gap (Eh) = 0.3188
- highest occupied orbital energy (eV) = -14.815

```
! wB97M-V def2-TZVPD RIJCOSX def2/J DEFGRID3
* xyz 3 1
Cu 0.44457 -0.08855 -0.38826
C -0.99501 -0.71888 6.19194
C -0.96172 -1.49213 4.93480
C 0.39042 -2.03993 4.50406
C 0.37511 -3.19630 3.47258
N 1.75207 -3.50817 2.85713
C 2.62815 -4.13174 3.91508
C 2.25441 -5.58926 4.06467
C 1.61440 -6.02043 2.70511
C 1.59052 -4.70611 1.86453
C 2.42736 -2.21316 2.12157
H -0.23269 0.05431 6.28759
H -0.79344 -1.27071 7.11006
H -1.96863 -0.27369 6.39680
H -1.25814 -0.82399 4.12621
H -1.65420 -2.32540 4.81541
H 0.93084 -2.40886 5.37580
H 0.88298 -1.17888 4.05230
H -0.19228 -2.77391 2.64328
H -0.12392 -4.12731 3.74141
H 3.59668 -4.25939 3.43159
H 2.85472 -3.48950 4.76613
H 3.13702 -6.19370 4.27377
H 1.52685 -5.83332 4.83875
H 2.29467 -6.65944 2.14209
H 0.60757 -6.39821 2.88314
H 2.49440 -4.68738 1.25564
H 0.73808 -4.59542 1.19432
H 3.29369 -2.67985 1.65277
H 2.73696 -1.39998 2.77808
H 1.66771 -1.94375 1.38778
C -0.55392 0.34405 -11.58338
C -0.86777 0.92054 -10.15614
C 0.11414 0.58975 -9.01320
C -0.60133 0.64216 -7.65840
N 0.24199 0.23654 -6.40666
C -0.59147 0.44973 -5.13745
C -0.55672 -0.88332 -4.36089
C 0.50347 -1.66546 -4.95347
C 0.46460 -1.28610 -6.44258
C 1.58154 0.97438 -6.27261
H 0.41959 0.64979 -11.96663
H -1.29129 0.51790 -12.36706
H -0.50724 -0.74448 -11.55109
H -1.89919 0.71295 -9.87122
H -0.80128 2.00266 -10.26884
H 1.01855 1.19813 -9.01256
H 0.55693 -0.40261 -9.09857
H -1.43795 -0.05577 -7.62605
H -0.92315 1.65086 -7.39944
H -0.03770 1.12299 -4.48311
H -1.61618 0.81866 -5.09294
H -0.43957 -0.69012 -3.29457
H -1.47885 -1.37897 -4.66440
H 1.41210 -1.33446 -4.45055
H 0.29894 -2.70610 -4.70179
H 1.33592 -1.66980 -6.97332
H -0.35813 -1.83247 -6.90378
H 2.10267 0.65033 -7.17346
H 2.21199 0.61195 -5.46066
H 1.42383 2.05024 -6.19681
C 6.26783 6.01015 6.42544
C 6.74418 4.92135 5.43303
C 5.62458 4.57993 4.44818
C 6.01729 3.45947 3.41470
N 4.89703 3.14304 2.36589
C 3.59692 2.72873 3.04912
C 3.18328 1.45692 2.30048
C 4.46428 0.85716 1.85131
C 5.36169 2.00275 1.47635
C 4.68054 4.44630 1.53302
H 5.20315 5.85328 6.59856
H 6.43557 7.01906 6.04853
H 6.84230 5.89365 7.34442
H 6.95853 4.07408 6.08440
H 7.71421 5.04499 4.95153
H 5.16208 5.47551 4.03329
H 4.88425 4.16476 5.13203
H 6.26091 2.44943 3.74423
H 6.94458 3.74403 2.91745
H 2.78567 3.45660 3.06277
H 3.91368 2.48101 4.06223
H 2.56520 1.81082 1.47536
H 2.48485 0.84844 2.87498
H 4.29935 0.12901 1.05714
H 4.83259 0.24427 2.67401
H 5.10888 2.29419 0.45692
H 6.43246 1.81198 1.54825
H 5.67873 4.78807 1.25930
H 4.15954 5.12952 2.20374
H 4.07452 4.23373 0.65231
C -2.25703 1.84834 -2.27016
C -3.01744 0.67294 -1.60253
N -4.39704 1.08908 -1.44565
C -4.86389 1.75941 -0.34362
C -6.27946 1.90732 -0.46405
N -6.60101 1.16313 -1.56552
C -5.48454 0.76182 -2.22325
C -8.00536 0.84982 -1.96245
H -2.56485 2.15112 -3.27100
H -1.21904 1.57404 -2.45839
H -2.23215 2.73639 -1.63861
H -2.59960 0.30052 -0.66722
H -3.01476 -0.21085 -2.24051
H -4.20416 2.02414 0.46945
H -7.05461 2.35747 0.13836
H -5.47618 0.21645 -3.15540
H -8.32100 1.54109 -2.74387
H -8.68203 0.92241 -1.11100
H -8.08605 -0.17161 -2.33431
C -3.90027 -0.86107 2.42466
C -4.56097 -2.10171 1.72356
N -5.73416 -2.63921 2.48359
C -6.14397 -2.28872 3.81335
C -7.28499 -2.95019 4.16808
N -7.49213 -3.89582 3.15609
C -6.57048 -3.66291 2.07312
C -8.60879 -4.81120 3.08612
H -3.48035 -1.08208 3.40595
H -4.61756 -0.04065 2.40199
H -3.07515 -0.44963 1.84329
H -3.85174 -2.92499 1.63811
H -4.93995 -1.88505 0.72479
H -5.58064 -1.61651 4.44357
H -7.87562 -2.90582 5.07119
H -6.53183 -4.16056 1.11540
H -8.49927 -5.63138 3.79564
H -8.54168 -5.31816 2.12352
H -9.56555 -4.28938 3.06602
Cl -1.23557 -2.24300 -0.26143
N 2.12427 -0.57806 -1.67168
S 2.96902 0.78385 -2.36804
O 3.73778 0.60971 -3.60683
O 3.46852 1.71672 -1.38520
F 1.62307 1.52325 -2.91339
S 3.28010 -1.50095 -1.72267
O 4.45423 -1.08976 -0.93089
O 3.48141 -2.22282 -2.99747
F 2.53248 -2.63142 -0.84327
N 0.19296 2.01439 0.23244
S 0.41881 3.61713 -0.21003
O 1.77236 4.04984 -0.01764
O -0.66460 4.58968 -0.03497
F 0.37461 3.36189 -1.75854
S -0.54574 2.40480 1.46020
O -2.00194 2.41288 1.47158
O 0.21981 3.16671 2.48342
F -0.34861 0.96409 2.07262
*
```

=====

> orbital gap of number 2 (C39H82BrINO9)?

0.2235 Eh

=====

> Which of these has the lowest lowest unoccupied orbital energy?

C39H82ClCuF4N9O8S4

=====

> maximum force of number 2 (C39H82BrINO9)?

9.238 eV/Å

=====

> What is the maximum force in the second record?

9.238 eV/Å